Entry 1:
Molecular formula: C5H8O
Method: DFT, the ωB97M-V functional and the def2-TZVPD basis

Summary:
HOMO energy   -8.9 eV
SMILES   C=CC=C.C=O
Total charge   0
LUMO   0.4 eV
Molecular weight   84.1 g/mol

Each line ends with the Löwdin charge.
CARTESIAN COORDINATES (ANGSTROEM)
C (-0.790, -0.175, 0.542)  -0.256
C (1.535, -0.036, 1.188)  -0.199
H (0.950, 0.115, -1.648)  0.066
H (-1.124, 0.070, 1.551)  0.111
C (-1.067, -1.348, -0.022)  0.037
H (-0.657, -1.561, -1.005)  0.079
H (0.154, 1.683, -2.232)  0.060
H (1.128, 0.589, 2.006)  0.095
C (0.196, 0.887, -1.504)  -0.008
H (-1.811, -2.010, 0.385)  0.064
H (1.495, -1.122, 1.368)  0.090
O (2.080, 0.447, 0.225)  -0.036
C (-0.628, 0.884, -0.466)  -0.210
H (-1.460, 1.578, -0.387)  0.107


Entry 2:
Molecular formula: C5H12O
Method: DFT, the ωB97M-V functional and the def2-TZVPD basis

Summary:
HOMO energy   -9.5 eV
SMILES   C=C(C)C.[H][H].C=O
Total charge   0
LUMO   0.9 eV
Molecular weight   88.1 g/mol

Each line ends with the Löwdin charge.
CARTESIAN COORDINATES (ANGSTROEM)
H (-0.967, -1.795, 0.736)  0.070
H (-0.423, -1.263, -1.661)  0.073
H (-1.951, 0.452, -0.540)  0.061
H (1.282, -1.746, -1.635)  0.084
H (0.853, -0.072, -1.984)  0.074
O (-2.029, 1.703, 1.057)  -0.059
H (2.771, -0.548, 0.450)  0.086
H (-0.590, 2.355, -1.201)  0.058
C (-0.163, -1.113, 1.003)  -0.019
C (0.584, -0.942, -1.373)  -0.075
H (-0.062, -0.859, 2.056)  0.078
H (2.124, 1.003, -0.093)  0.077
H (-2.622, -0.226, 1.072)  0.080
C (0.691, -0.633, 0.098)  -0.430
H (1.835, 0.448, 1.576)  0.079
C (-2.196, 0.634, 0.527)  -0.207
C (1.912, 0.129, 0.532)  -0.068
H (-1.048, 2.473, -0.621)  0.038


Entry 3:
Molecular formula: C4H8O2
Method: DFT, the ωB97M-V functional and the def2-TZVPD basis

Summary:
HOMO energy   -10.2 eV
SMILES   CC(=O)[C@@H](C)O
Total charge   0
LUMO   0.9 eV
Molecular weight   88.1 g/mol

Each line ends with the Löwdin charge.
CARTESIAN COORDINATES (ANGSTROEM)
H (-1.801, 1.791, 0.303)  0.085
C (-1.273, 0.974, -0.199)  -0.033
C (0.509, -0.777, 0.203)  -0.387
O (-0.667, 0.247, 2.010)  -0.024
H (-1.995, 0.171, -0.380)  0.091
H (-0.895, 1.342, -1.158)  0.080
H (0.622, 1.275, 0.786)  0.152
C (-0.155, 0.493, 0.731)  -0.398
H (2.186, -1.376, -0.958)  0.091
H (-0.540, -0.707, 2.156)  0.085
H (0.705, -1.159, -1.892)  0.096
O (0.383, -1.808, 0.835)  0.084
C (1.306, -0.738, -1.078)  -0.004
H (1.615, 0.273, -1.359)  0.083


Entry 4:
Molecular formula: C12H20N3O11V
Method: DFT, the ωB97M-V functional and the def2-TZVPD basis

Summary:
HOMO energy   0.1 eV
Total charge   -2
LUMO   3.2 eV
Molecular weight   433.2 g/mol

Each line ends with the Löwdin charge.
CARTESIAN COORDINATES (ANGSTROEM)
C (3.345, -5.110, -0.524)  0.023
C (3.585, 3.192, 0.767)  -0.558
H (4.135, 2.791, 1.618)  0.054
H (-3.877, 1.263, 2.227)  0.066
H (-2.236, -4.913, 5.030)  0.094
O (2.213, 3.060, 0.968)  -0.383
O (-0.285, -3.673, 7.012)  0.039
O (3.084, -2.822, -0.250)  0.068
H (-3.239, -3.931, 6.011)  0.093
C (-0.781, 1.965, -4.448)  -0.171
H (-4.274, 1.802, 3.727)  0.058
C (-2.200, -4.061, 5.709)  0.042
O (-0.213, -0.301, 0.670)  -0.441
H (-1.967, 2.017, -6.188)  0.106
H (3.597, 2.832, -1.349)  0.049
H (3.315, -5.103, -1.613)  0.091
H (-5.548, 3.634, 2.787)  0.055
C (-3.908, 2.201, 2.781)  -0.356
C (-4.971, 3.127, 2.013)  -0.478
H (-1.791, -3.183, 5.210)  0.101
C (-1.098, 1.565, -5.734)  -0.004
O (1.664, -4.126, 0.788)  0.049
O (-1.047, 3.537, -2.791)  0.109
H (4.379, -5.085, -0.180)  0.100
H (-0.576, 0.293, -7.441)  0.087
H (1.799, -0.191, -3.917)  0.103
C (4.099, 2.419, -0.473)  -0.144
C (0.180, 1.320, -3.765)  0.026
N (2.601, -3.931, -0.018)  -0.418
O (0.962, -0.546, 2.993)  -0.494
H (5.182, 2.530, -0.519)  0.031
C (0.972, 0.302, -4.407)  -0.040
H (3.942, 4.220, 0.826)  0.063
C (-0.291, 0.618, -6.451)  -0.063
H (2.717, -5.949, -0.224)  0.089
O (-2.540, 2.628, 2.928)  -0.281
O (-2.654, 3.290, -4.087)  0.092
N (-1.584, 2.947, -3.708)  -0.364
H (1.358, -0.782, -6.177)  0.092
H (0.378, 1.595, -2.739)  0.132
N (-1.323, -4.388, 6.894)  -0.420
H (-5.754, 2.514, 1.566)  0.053
O (-1.647, -5.342, 7.557)  0.050
H (4.087, 1.332, -0.392)  0.044
O (-4.672, 4.038, 1.039)  -0.324
C (0.738, -0.017, -5.733)  -0.111
V (0.146, 0.422, 2.005)  0.989


The records above yield orbital gap values of 0.342; 0.380; 0.408; 0.116 Ha, respectively.
The records above yield ΔE to the lowest compared entry with this formula, charge and spin values of 81.3; 60.0; 15.4; 191.6 kcal/mol, respectively.